<1>
Entry from OMol25: an isolated ion of composition C7H10N3S and charge +1 (the ωB97M-V functional and the def2-TZVPD basis).

Geometry as ORCA input:
```
! RIJCOSX wB97M-V def2-TZVPD def2/J DEFGRID3
* xyz 1 1
C 0.991 -2.032 1.282
C 0.105 -1.130 0.958
N -0.018 -0.616 -0.381
N 0.332 0.830 -0.430
C -0.613 1.748 0.052
C -0.230 3.191 0.023
N -1.808 1.334 0.423
C -2.210 0.098 0.078
S -3.684 -0.446 0.501
C -1.473 -0.853 -0.683
C -1.841 -1.813 -1.514
H 1.002 -2.304 2.293
H 1.876 -2.307 0.646
H -0.534 -0.598 1.686
H 0.765 -1.054 -0.974
H 1.353 0.873 -0.364
H 0.297 3.196 1.003
H -1.083 3.871 0.204
H 0.456 3.584 -0.796
H -1.040 -2.402 -1.978
H -2.864 -1.988 -1.951
*
```

Calculated values
Kohn-Sham gap	0.2716	Ha
SMILES string	C=C[N@@H+]1NC(C)=NC(=S)C1=C
LUMO level	-4.7	eV
highest occupied orbital energy	-12.114	eV



<2>
Entry from OMol25: a 2-piece molecular cluster, C7H10N3S overall (the ωB97M-V functional and the def2-TZVPD basis).

Geometry as ORCA input:
```
! RIJCOSX wB97M-V def2-TZVPD def2/J DEFGRID3
* xyz 1 1
C 1.160 0.789 -1.532
C 1.426 0.894 -0.192
C -1.458 -0.612 0.022
C -1.613 1.712 -0.113
C -2.928 1.388 -0.333
C 2.855 1.010 0.318
C 1.032 0.497 -2.690
N 0.485 0.706 0.737
N -0.836 0.537 0.128
N -0.486 -3.037 1.582
S -3.103 -0.363 -0.432
H -0.992 2.667 -0.114
H -3.780 1.974 -0.684
H 3.352 1.830 -0.174
H 2.774 1.254 1.367
H 3.420 0.018 0.173
H 0.851 0.217 -3.688
H -0.889 -3.791 1.004
H -0.945 -2.979 2.460
H -0.885 -1.512 0.388
H 0.562 -3.197 1.774
*
```

Calculated values
Kohn-Sham gap	0.3580	Ha
LUMO level	-4.0	eV
highest occupied orbital energy	-13.716	eV



The structure with the most favorable energy is <2>; the runner-up is 0.0413 hartree above it.



<1>
Entry from OMol25: a 2-piece molecular cluster, C4H12 overall (the ωB97M-V functional and the def2-TZVPD basis).

Geometry as ORCA input:
```
! RIJCOSX wB97M-V def2-TZVPD def2/J DEFGRID3
* xyz 1 2
C -1.430 1.700 -0.163
C -0.659 2.341 0.863
H -1.950 2.321 -0.887
H -0.899 0.897 -0.704
H -2.298 1.178 0.396
H 0.115 3.075 0.382
H -0.162 1.683 1.573
H -1.173 3.196 1.382
C 0.480 -2.352 -0.838
C 1.525 -1.733 0.122
H 0.446 -3.381 -0.488
H -0.494 -1.898 -0.835
H 0.927 -2.336 -1.830
H 1.999 -0.873 -0.353
H 2.308 -2.478 0.270
H 1.263 -1.340 1.109
*
```

Calculated values
<S²>	0.754
Kohn-Sham gap (spin up / spin down)	0.4055 / 0.1130	Ha
LUMO level (spin up / spin down)	-3.6 / -11.6	eV
highest occupied orbital energy (spin up / spin down)	-14.664 / -14.662	eV



<2>
Entry from OMol25: a 2-piece molecular cluster, C4H12 overall (the ωB97M-V functional and the def2-TZVPD basis).

Geometry as ORCA input:
```
! RIJCOSX wB97M-V def2-TZVPD def2/J DEFGRID3
* xyz 1 2
C -0.224 2.236 1.208
C -1.218 1.239 1.345
H -0.048 2.839 2.091
H 0.778 1.828 0.836
H -0.313 2.859 0.267
H -1.322 0.491 0.550
H -1.332 0.719 2.317
H -2.277 1.702 1.417
C 0.302 -1.266 -0.841
C 1.225 -2.192 -1.643
H 0.778 -1.012 0.115
H 0.076 -0.342 -1.384
H -0.644 -1.797 -0.711
H 2.120 -1.682 -1.986
H 0.667 -2.531 -2.514
H 1.434 -3.090 -1.068
*
```

Calculated values
<S²>	0.754
Kohn-Sham gap (spin up / spin down)	0.4275 / 0.1404	Ha
LUMO level (spin up / spin down)	-3.4 / -11.3	eV
highest occupied orbital energy (spin up / spin down)	-15.080 / -15.079	eV



<3>
Entry from OMol25: a 2-piece molecular cluster, C4H12 overall (the ωB97M-V functional and the def2-TZVPD basis).

Geometry as ORCA input:
```
! RIJCOSX wB97M-V def2-TZVPD def2/J DEFGRID3
* xyz 1 2
C -1.604 -0.743 -0.142
C -1.415 -2.219 -0.427
H -1.470 -0.127 -1.032
H -2.520 -0.479 0.387
H -0.715 -0.453 0.557
H -0.853 -2.434 -1.336
H -0.931 -2.804 0.358
H -2.482 -2.531 -0.510
C 2.146 1.518 -0.140
C 0.868 1.423 0.707
H 2.286 2.569 -0.408
H 2.962 1.125 0.472
H 2.126 0.873 -1.022
H 0.749 0.392 1.079
H 0.092 1.761 -0.018
H 0.752 2.146 1.522
*
```

Calculated values
<S²>	0.754
Kohn-Sham gap (spin up / spin down)	0.5042 / 0.1777	Ha
LUMO level (spin up / spin down)	-3.0 / -10.9	eV
highest occupied orbital energy (spin up / spin down)	-16.699 / -15.749	eV



The structure with the most favorable energy is <3>; the runner-up is 0.0034 hartree above it.



<1>
Entry from OMol25: a 6-piece molecular cluster, C5H23N2O5S overall (the ωB97M-V functional and the def2-TZVPD basis).

Geometry as ORCA input:
```
! RIJCOSX wB97M-V def2-TZVPD def2/J DEFGRID3
* xyz -1 1
C -1.581 -0.984 -0.953
N -0.541 -0.559 -0.011
C 0.835 -0.822 -0.451
C 1.875 0.089 0.260
S 1.656 1.916 -0.253
C 1.223 -2.306 -0.316
N 1.362 -3.097 -1.546
C -2.760 -1.380 -0.066
H -1.983 -0.282 -1.728
H -1.319 -1.926 -1.522
H -0.516 0.457 0.376
H 1.039 -0.529 -1.515
H 1.690 0.038 1.417
H 2.972 -0.035 -0.001
H 0.444 -2.705 0.354
H 2.197 -2.404 0.238
H 2.127 -2.593 -2.060
H 0.578 -2.846 -2.139
H -2.658 -2.341 0.480
H -3.095 -0.618 0.725
H -3.744 -1.312 -0.536
H -0.639 3.184 0.737
H -0.207 3.079 2.170
O -1.025 3.259 1.617
H -2.813 3.042 1.099
H -2.744 3.286 -0.395
O -3.304 2.964 0.273
H -0.641 -2.118 2.638
H -0.893 -0.907 1.696
O -0.693 -1.168 2.615
H 0.946 -1.168 3.126
H 2.083 -1.882 2.587
O 1.793 -1.610 3.456
H 1.186 0.823 -4.698
H 0.011 0.774 -3.791
O 0.213 1.025 -4.771
*
```

Calculated values
Kohn-Sham gap	0.2490	Ha
LUMO level	3.0	eV
highest occupied orbital energy	-3.740	eV



<2>
Entry from OMol25: a 6-piece molecular cluster, C5H23N2O5S overall (the ωB97M-V functional and the def2-TZVPD basis).

Geometry as ORCA input:
```
! RIJCOSX wB97M-V def2-TZVPD def2/J DEFGRID3
* xyz -1 1
C -0.525 -0.981 0.383
N -0.540 0.269 1.253
C -1.891 0.759 1.526
C -2.468 1.568 0.360
S -1.857 3.293 0.403
C 0.747 -1.071 -0.460
N 1.918 -1.570 0.261
C 0.348 -1.864 -1.702
H -0.380 -1.732 1.166
H -1.537 -0.997 -0.023
H -0.028 0.923 0.667
H -2.534 -0.083 1.821
H -1.771 1.404 2.395
H -3.556 1.497 0.390
H -2.233 1.086 -0.606
H 0.858 -0.026 -0.810
H 2.485 -1.978 -0.454
H 2.344 -0.860 0.836
H 1.111 -1.947 -2.481
H -0.503 -1.371 -2.144
H 0.044 -2.879 -1.480
H 0.653 -2.577 2.762
H 1.542 -3.051 1.645
O 1.053 -3.379 2.419
H 1.226 3.868 -1.120
H 0.005 3.205 -1.603
O 0.953 3.276 -1.790
H -0.086 0.033 3.316
H -0.634 -1.233 3.854
O -0.332 -0.387 4.160
H 2.792 1.316 -0.591
H 2.195 2.016 -1.769
O 3.071 1.728 -1.414
H -0.749 0.001 -4.251
H -1.262 1.037 -3.253
O -0.462 0.705 -3.664
*
```

Calculated values
Kohn-Sham gap	0.2250	Ha
LUMO level	2.7	eV
highest occupied orbital energy	-3.418	eV



The structure with the most favorable energy is <2>; the runner-up is 0.0267 hartree above it.



<1>
Entry from OMol25: a 2-piece molecular cluster, FH3N2O2S overall (the ωB97M-V functional and the def2-TZVPD basis).

Geometry as ORCA input:
```
! RIJCOSX wB97M-V def2-TZVPD def2/J DEFGRID3
* xyz 0 1
N -1.238 0.648 -0.615
N -1.664 -0.400 -0.139
O 3.040 0.043 -0.293
O 1.271 -1.212 0.611
F 0.950 1.222 0.354
S 1.641 -0.066 -0.497
H 0.424 -1.363 1.167
H -1.802 1.570 -0.607
H -2.623 -0.442 0.019
*
```

Calculated values
Kohn-Sham gap	0.3624	Ha
LUMO level	0.2	eV
highest occupied orbital energy	-9.645	eV



<2>
Entry from OMol25: a 2-piece molecular cluster, FH3N2O2S overall (the ωB97M-V functional and the def2-TZVPD basis).

Geometry as ORCA input:
```
! RIJCOSX wB97M-V def2-TZVPD def2/J DEFGRID3
* xyz 0 1
N 1.544 0.326 -0.037
N 0.983 -0.520 -0.854
O -0.796 0.276 1.317
O -2.227 -1.218 -0.066
F -2.185 1.243 -0.535
S -1.322 -0.108 0.020
H 1.454 1.298 -0.324
H 1.540 0.175 0.969
H 1.009 -1.472 -0.490
*
```

Calculated values
Kohn-Sham gap (spin up / spin down)	0.2944 / 0.2666	Ha
LUMO level (spin up / spin down)	-1.6 / -2.1	eV
highest occupied orbital energy (spin up / spin down)	-9.607 / -9.349	eV



The structure with the most favorable energy is <1>; the runner-up is 0.0026 hartree above it.



<1>
Entry from OMol25: C12H15N3 as an isolated structure (the ωB97M-V functional and the def2-TZVPD basis).

Geometry as ORCA input:
```
! RIJCOSX wB97M-V def2-TZVPD def2/J DEFGRID3
* xyz 0 1
C 4.307 0.376 0.696
C 2.983 1.122 0.478
C 1.727 0.068 0.226
C 0.572 -0.278 0.848
C -1.407 -1.619 0.000
C -2.382 -0.518 0.160
C -3.649 -0.595 0.598
C -4.827 0.026 0.129
C -4.368 1.232 -0.368
C -2.914 1.650 -0.559
C -1.830 0.904 -0.250
C 0.690 -1.352 -1.000
H 4.508 -0.104 -1.346
H 5.839 -0.809 -0.473
H 5.011 1.148 1.127
H 4.430 -0.490 1.196
H 2.996 1.750 -0.746
H 2.857 1.634 1.591
H 0.239 -0.056 1.771
H -1.775 -2.274 0.751
H -1.635 -2.316 -0.889
H -3.736 -1.746 0.997
H -5.775 -0.408 0.472
H -5.409 1.895 -0.596
H -2.602 2.417 -1.214
H -0.720 1.487 -0.221
H 0.084 -1.789 -1.837
N 5.177 0.323 -0.638
N -0.088 -1.212 0.089
N 1.697 -0.465 -0.994
*
```

Calculated values
Kohn-Sham gap	0.3428	Ha
LUMO level	0.6	eV
highest occupied orbital energy	-8.762	eV



<2>
Entry from OMol25: a 3-piece molecular cluster, C12H15N3 overall (the ωB97M-V functional and the def2-TZVPD basis).

Geometry as ORCA input:
```
! RIJCOSX wB97M-V def2-TZVPD def2/J DEFGRID3
* xyz 0 1
C 15.893 53.444 34.650
C 15.824 54.845 35.108
C 15.679 55.569 33.984
N 15.911 54.763 32.923
C 15.840 53.443 33.260
H 15.948 52.568 35.428
H 15.843 55.128 36.068
H 15.484 56.646 33.895
H 16.014 54.954 31.826
H 15.962 52.690 32.773
C 15.720 53.943 29.751
C 14.737 55.128 29.854
C 15.378 56.159 29.239
N 16.553 55.653 28.712
C 16.783 54.331 28.983
H 15.740 53.034 30.376
H 13.682 55.281 30.111
H 15.182 57.254 29.119
H 17.163 56.102 28.080
H 17.666 53.709 28.834
C 20.419 55.275 32.236
C 20.883 55.143 33.597
C 19.841 54.905 34.338
N 18.681 55.011 33.629
C 19.146 55.099 32.315
H 20.870 55.420 31.172
H 21.931 55.054 33.909
H 19.914 54.459 35.323
H 17.623 54.775 33.991
H 18.521 55.078 31.310
*
```

Calculated values
Kohn-Sham gap	0.3233	Ha
SMILES string	c1cc[nH]c1.c1cc[nH]c1.c1cc[nH]c1
LUMO level	0.7	eV
highest occupied orbital energy	-8.084	eV



The structure with the most favorable energy is <2>; the runner-up is 0.1516 hartree above it.



<1>
Entry from OMol25: C4H5PS as an isolated structure (the ωB97M-V functional and the def2-TZVPD basis).

Geometry as ORCA input:
```
! RIJCOSX wB97M-V def2-TZVPD def2/J DEFGRID3
* xyz 0 1
C 2.093 -1.380 -0.603
C 0.693 0.917 0.068
C 1.432 -0.771 0.480
C -0.771 0.845 0.086
P 3.227 -0.530 0.245
S 1.887 1.913 -0.195
H 1.844 -2.051 -1.486
H 0.888 -1.469 1.289
H -0.977 -0.205 0.411
H -1.092 1.305 -0.846
H -1.110 1.354 1.085
*
```

Calculated values
Kohn-Sham gap	0.3007	Ha
LUMO level	-0.1	eV
highest occupied orbital energy	-8.261	eV



<2>
Entry from OMol25: a single C4H5PS molecule (the ωB97M-V functional and the def2-TZVPD basis).

Geometry as ORCA input:
```
! RIJCOSX wB97M-V def2-TZVPD def2/J DEFGRID3
* xyz 0 1
C 1.187 -0.920 -0.799
C 0.356 -0.398 0.352
S 0.236 -1.083 1.790
C -0.395 0.914 0.124
C -1.892 0.984 0.457
P -1.041 1.763 1.690
H 1.927 -1.587 -0.262
H 1.728 -0.259 -1.344
H 0.511 -1.285 -1.471
H 0.101 1.590 -0.743
H -2.718 0.282 0.206
*
```

Calculated values
Kohn-Sham gap	0.3096	Ha
SMILES string	CC(=S)[C@H]1C=P1
LUMO level	-0.2	eV
highest occupied orbital energy	-8.612	eV



The structure with the most favorable energy is <2>; the runner-up is 0.0389 hartree above it.